# 1
Entry from OMol25: one molecule with the formula C3H2Cl2 in a non-equilibrium geometry (ωB97M-V with the def2-TZVPD basis set).

Values from the calculation:
Structure (SMILES): C#CC(Cl)Cl
E_HOMO (eV): -10.80

Last column: natural (NBO) charge in e.
Positions of all 7 atoms, in Å:
1 C 1.7401 -0.1326 -0.3861  -0.12
2 C 0.5959 -0.1992 0.0103  -0.07
3 C -0.7867 -0.0239 0.3306  -0.21
4 Cl -1.4296 1.7240 -0.2776  -0.10
5 Cl -1.8785 -1.2186 -0.3227  0.04
6 H 2.6977 -0.1241 -0.7327  0.23
7 H -0.9389 -0.0257 1.3782  0.24

Atomic forces in eV per Å
C -3.476 -0.361 1.285
C 1.724 0.613 -1.283
C -0.868 1.503 -0.761
Cl 0.884 -1.777 0.730
Cl 0.001 -0.351 -0.277
H 1.985 0.005 -0.614
H -0.251 0.368 0.920

# 2
Entry from OMol25: one molecule with the formula C3H2Cl2N2 in a non-equilibrium geometry (ωB97M-V with the def2-TZVPD basis set).

Values from the calculation:
Structure (SMILES): Clc1c[nH]nc1Cl
E_HOMO (eV): -9.40

Last column: natural (NBO) charge in e.
Positions of all 9 atoms, in Å:
1 Cl 1.5486 -2.1945 -0.0144  0.03
2 C 0.4877 -0.8043 -0.1481  -0.15
3 C 0.9514 0.4319 0.0221  -0.11
4 N -0.1945 1.2307 0.1180  -0.31
5 N -1.2836 0.6453 -0.1243  -0.23
6 C -1.0166 -0.6941 -0.1672  0.07
7 Cl -2.1457 -2.0244 0.0517  0.05
8 H 1.8081 1.1991 0.4355  0.25
9 H -0.1554 2.2104 -0.1734  0.40

Atomic forces in eV per Å
Cl -0.969 0.448 -0.261
C -1.230 -2.211 0.726
C 0.751 5.441 2.125
N 3.389 1.851 -1.276
N -3.895 -4.740 0.054
C 2.318 1.456 0.208
Cl 0.886 1.384 -0.561
H -1.247 -3.277 -1.573
H -0.002 -0.351 0.558

# 3
Entry from OMol25: one molecule with the formula C3H2Cl2N2O in a non-equilibrium geometry (ωB97M-V with the def2-TZVPD basis set).

Values from the calculation:
Structure (SMILES): O=c1ccn(Cl)n1Cl
E_HOMO (eV): -8.97

Last column: natural (NBO) charge in e.
Positions of all 10 atoms, in Å:
1 O -0.2255 2.4231 0.5817  -0.51
2 C 0.0755 1.3321 0.2516  0.66
3 C 1.1841 0.5055 -0.0083  -0.48
4 C 0.8261 -0.7861 -0.1085  0.08
5 N -0.4860 -0.9767 -0.0021  -0.24
6 Cl -1.4219 -2.4017 0.2234  0.20
7 N -1.1088 0.2264 0.3234  -0.34
8 Cl -2.5592 0.4879 -0.5603  0.14
9 H 2.1104 0.7213 -0.4388  0.24
10 H 1.6052 -1.5318 -0.2620  0.24

Atomic forces in eV per Å
O 0.382 0.878 -0.457
C -2.214 -1.211 0.734
C -0.004 0.025 -0.529
C 0.543 -1.071 -0.023
N -1.440 -0.283 -0.347
Cl 0.996 0.549 0.037
N 0.887 0.159 0.509
Cl 0.363 0.212 -0.073
H 1.358 1.127 0.116
H -0.870 -0.386 0.033

# 4
Entry from OMol25: a 2-piece molecular cluster, C3H2Cl2O overall in a non-equilibrium geometry (ωB97M-V with the def2-TZVPD basis set).

Values from the calculation:
Structure (SMILES): ClC#CCl.C=O
E_HOMO (eV): -9.47

Last column: natural (NBO) charge in e.
Positions of all 8 atoms, in Å:
1 Cl 2.3469 -1.8527 1.3975  0.09
2 C 2.0155 -0.2991 0.7989  -0.12
3 C 1.3887 0.7205 0.6081  -0.10
4 Cl 1.0534 2.2923 0.2406  0.13
5 C -1.7192 -0.2075 -0.7657  0.28
6 O -1.1310 0.2250 0.1874  -0.50
7 H -1.5157 -1.2610 -1.0653  0.11
8 H -2.4386 0.3823 -1.4015  0.11

Atomic forces in eV per Å
Cl -0.094 1.297 -0.682
C -0.829 -0.888 0.841
C 1.482 -0.043 -0.164
Cl -0.125 -0.232 0.055
C 0.281 -0.438 -0.171
O -0.814 0.264 -0.224
H -0.334 0.261 -0.184
H 0.433 -0.221 0.529

Calculated energy above the lowest of the compared OMol25 structures with the same formula, charge and spin, 6.2; 47.3; 81.8; 78.4 kcal/mol (same order as the records).